[1]
Molecular formula: C5H7Cl2F3N2O8PSSi2
Method: DFT, ωB97M-V/def2-TZVPD

Cartesian coordinates (Å):
C -0.8665 -2.2100 -1.1051
C -0.6190 -0.7587 -1.1932
Cl -1.5168 0.0818 -2.4016
C 0.2055 -0.0944 -0.4094
Cl 1.0170 -0.9988 0.8252
Si 0.4680 1.7202 -0.5691
O -0.9053 2.4855 0.0822
C -0.7102 3.7481 0.1189
N -0.5344 4.8977 0.0340
O 1.7548 2.2811 0.3120
Si 3.2334 1.6282 -0.0270
O 4.2742 2.7565 -0.7477
N 4.6747 2.3068 -2.0353
O 5.8253 2.2734 -2.1385
P 0.6607 2.4957 -2.6822
O -0.6188 3.1482 -3.0587
H -1.4774 -2.4642 -0.2454
H 0.0616 -2.7516 -1.0588
H -1.3807 -2.5487 -1.9911
H 3.8561 1.2375 1.2417
H 3.1148 0.4140 -0.8545
H 0.8613 1.3800 -3.5312
H 1.7381 3.4045 -2.7986
C -3.7021 -2.9465 3.2845
F -4.3826 -2.1541 2.4439
F -3.7743 -2.3871 4.4981
F -4.3616 -4.1109 3.3472
S -1.9572 -3.1767 2.7430
O -1.4343 -1.8285 2.7331
O -2.0984 -3.7823 1.4309
O -1.4058 -4.0466 3.7527

- total charge = -1
- HOMO-LUMO gap (eV) = 7.3

These are the Mulliken partial charges, in e, on atoms 1 to 4:
1 C -1.399
2 C 0.538
3 Cl -0.179
4 C 0.264


[2]
Molecular formula: C5H7Cl2NO6S
Method: DFT, ωB97M-V/def2-TZVPD

Cartesian coordinates (Å):
C -0.9361 -0.4088 0.8188
C 0.1125 -1.2844 0.1487
C -0.0917 -0.9564 -1.4199
C 0.0280 0.4813 -1.7580
C -0.4462 0.8536 1.4080
N 0.7392 0.9542 1.8298
O -2.1321 -0.6521 0.8500
O 1.3210 1.9787 2.2223
O -0.1682 -2.6035 0.4769
O -1.2823 -1.5049 -1.9892
O -0.7300 1.3239 -0.9203
O -1.3848 1.8219 1.6066
S 3.5723 -0.4091 1.6012
Cl 1.7197 0.9679 -1.5263
Cl 3.5982 1.4378 2.1583
H 1.2451 -1.0500 0.3537
H 0.7263 -1.4841 -1.8781
H -0.2818 0.7189 -2.8275
H -0.8946 -3.0016 0.0993
H -2.0760 -0.8760 -1.8047
H -0.4098 2.2968 -0.9956
H -2.2286 1.3959 1.5459

- energy relative to the best compared isomer or geometry (same formula, charge and spin) (kJ/mol) = 277.4
- HOMO-LUMO gap (spin up / spin down) (eV) = 6.2 / 6.2

These are the Mulliken partial charges, in e, on atoms 1 to 4:
1 C 1.018
2 C 0.807
3 C -0.581
4 C -0.053


[3]
Molecular formula: C5H7Cl3
Method: DFT, ωB97M-V/def2-TZVPD

Cartesian coordinates (Å):
C 0.0928 -0.0734 -1.9489
C 0.0959 -0.2313 -0.5826
C 0.7071 -1.5195 -0.1408
Cl 1.4884 -1.4603 1.3923
Cl -0.4950 -2.8350 -0.3817
C -0.8279 0.5275 0.2408
C -0.0639 1.4178 1.2906
Cl -1.6892 -0.4194 1.4503
H -0.2561 0.8592 -2.5353
H 0.7435 -0.7421 -2.5356
H 1.4961 -1.8150 -0.8739
H -1.4614 1.1472 -0.3433
H -0.7915 2.2470 1.6653
H 0.9179 2.0897 0.9597
H 0.0433 0.8076 2.3431

- energy relative to the best compared isomer or geometry (same formula, charge and spin) (kJ/mol) = 167.5
- structure (SMILES) = C=C(C(Cl)Cl)[C@H](C)Cl
- HOMO-LUMO gap (eV) = 10.3

These are the Mulliken partial charges, in e, on atoms 1 to 4:
1 C -0.937
2 C 0.386
3 C -0.219
4 Cl -0.112


[4]
Molecular formula: C5H7Cl3NO4P
Method: DFT, ωB97M-V/def2-TZVPD

Cartesian coordinates (Å):
C -2.7131 -1.2686 -1.0972
C -0.3935 -0.4150 -0.9263
C -1.3403 -0.3034 2.1272
C 2.3672 1.4168 1.0271
C 1.3254 -0.8170 -2.2895
N -1.4034 -0.9974 -1.2469
O -3.1806 -2.0489 -0.3170
O -0.0697 2.2935 -0.4367
O -1.2451 0.8335 1.2764
O 1.2568 0.5294 0.9478
P -0.0764 0.9878 0.2011
Cl 0.5980 -1.5710 -3.6587
Cl 2.4063 -1.8354 -1.4130
Cl 1.9288 0.7781 -2.5601
H -3.2987 -0.7256 -1.8592
H -2.0703 -1.0113 1.7341
H -1.6719 0.0589 3.1010
H -0.3747 -0.7997 2.2323
H 2.4098 2.0613 0.1487
H 3.2593 0.7945 1.0897
H 2.2864 2.0396 1.9193

- energy relative to the best compared isomer or geometry (same formula, charge and spin) (kJ/mol) = 64.6
- HOMO-LUMO gap (eV) = 8.4

These are the Mulliken partial charges, in e, on atoms 1 to 4:
1 C 0.031
2 C 0.256
3 C -0.661
4 C -0.726


[5]
Molecular formula: C5H7ClF2
Method: DFT, ωB97M-V/def2-TZVPD

Cartesian coordinates (Å):
C 0.6855 -0.0953 1.9546
C 0.5286 0.4126 0.5295
C -0.1968 0.2972 -0.5378
C 0.0966 0.7140 -1.8595
C -1.2811 -0.7654 -0.2877
H 0.2772 0.6444 2.7511
H 0.1176 -1.2119 2.2418
H 1.7403 -0.3421 2.2640
H -0.4031 1.7904 -2.2152
H -0.2159 -0.3892 -2.3295
H 1.4413 0.6610 -2.1560
H -0.9667 -1.4354 0.5213
F -2.3615 -0.0506 0.1702
F -1.6011 -1.5496 -1.4270
Cl 2.1391 1.3199 0.3803

- energy relative to the best compared isomer or geometry (same formula, charge and spin) (kJ/mol) = 270.7
- HOMO-LUMO gap (eV) = 10.6

These are the Mulliken partial charges, in e, on atoms 1 to 4:
1 C -1.132
2 C 0.420
3 C 0.252
4 C -0.896


[6]
Molecular formula: C5H7ClN2
Method: DFT, ωB97M-V/def2-TZVPD

Cartesian coordinates (Å):
N 2.5743 -0.3342 -0.6633
C 1.3316 0.1066 -0.1934
C 0.7428 1.2589 0.0847
N -0.5335 1.1430 0.4207
C -0.9050 -0.2473 0.3956
C -2.2495 -0.7304 0.5186
Cl -3.1287 0.2199 -0.7624
C 0.3308 -0.9112 0.1179
H 2.5224 -1.0760 -1.3837
H 3.2173 0.4449 -0.9832
H 1.3291 2.1098 -0.0745
H -1.0919 1.9144 0.4435
H -2.2370 -1.6857 0.2960
H -2.6184 -0.2985 1.4392
H 0.7158 -1.9143 0.3443

- energy relative to the best compared isomer or geometry (same formula, charge and spin) (kJ/mol) = 168.1
- structure (SMILES) = Nc1c[nH]c(CCl)c1
- HOMO-LUMO gap (eV) = 8.5

These are the Mulliken partial charges, in e, on atoms 1 to 4:
1 N -0.568
2 C 0.496
3 C -0.618
4 N -0.052


We obtain max |F| values of 2.718; 3.949; 4.271; 3.494; 5.409; 6.086 eV/A for the records listed above, in that order.